21
Properties=species:S:1:pos:R:3:nbo_charge:R:1 method="wB97M-V/def2-TZVPD" spin_multiplicity=1 energy_ha=-2659.02920 homo_energy_ev=-3.283 e_lumo_ha=0.120 total_charge=-1 gap_ev=6.539
C -2.848 -1.951 0.558 -1.00
As -1.022 -1.834 -0.381 0.77
C -0.297 -0.496 0.985 -0.86
C 0.489 0.745 0.320 0.79
O -0.022 1.257 -0.704 -0.61
O 1.685 1.201 0.970 -0.56
C 2.618 1.766 0.053 0.81
C 2.432 3.126 -0.752 -0.74
O 3.713 1.160 -0.106 -0.56
H -2.827 -1.569 1.634 0.18
H -3.166 -3.051 0.472 0.20
H -3.597 -1.295 -0.030 0.19
H -1.648 -0.721 -1.278 -0.18
H 0.355 -1.758 -1.149 -0.19
H -0.529 -3.042 0.491 -0.21
H -1.480 -2.871 -1.491 -0.20
H -1.215 -0.038 1.508 0.23
H 0.333 -0.970 1.820 0.21
H 2.715 2.953 -1.854 0.25
H 1.309 3.383 -0.772 0.25
H 3.003 4.006 -0.296 0.23



153
Properties=species:S:1:pos:R:3:mulliken_charge:R:1 method="wB97M-V/def2-TZVPD" spin_multiplicity=1 energy_ha=-2686.60394 homo_energy_ev=-8.141 e_lumo_ha=0.003 gap_ev=8.216
C 22.095 4.974 -24.695 -0.97
C 21.803 3.780 -23.820 0.19
O 22.632 3.813 -22.669 -0.51
H 23.155 5.007 -24.943 0.36
H 21.756 5.892 -24.218 0.01
H 21.530 4.850 -25.624 0.32
H 21.938 2.835 -24.355 0.38
H 20.757 3.853 -23.491 0.10
H 22.331 3.130 -22.046 0.38
C 16.028 3.088 -19.270 -1.32
C 16.551 2.080 -18.284 1.20
O 16.523 0.752 -18.882 -0.64
H 14.943 3.153 -19.186 0.47
H 16.278 2.839 -20.302 0.31
H 16.472 4.066 -19.072 0.15
H 16.029 2.081 -17.328 0.50
H 17.616 2.204 -18.060 -0.83
H 16.136 0.122 -18.269 0.31
C 17.950 11.054 -18.793 -0.50
C 17.277 12.244 -19.391 -0.32
O 17.797 13.445 -18.774 -0.55
H 17.567 10.145 -19.253 0.02
H 17.884 10.976 -17.710 0.37
H 19.031 11.064 -18.975 0.15
H 16.192 12.244 -19.246 0.31
H 17.475 12.296 -20.469 0.22
H 17.411 14.203 -19.223 0.29
C 21.110 10.070 -24.320 -1.08
C 19.654 10.254 -23.953 0.19
O 18.846 10.003 -25.127 -0.56
H 21.352 9.018 -24.487 0.12
H 21.785 10.533 -23.606 0.32
H 21.254 10.529 -25.301 0.40
H 19.526 11.272 -23.572 0.40
H 19.290 9.549 -23.203 -0.05
H 18.063 10.549 -25.016 0.28
C 23.862 0.496 -20.994 -1.33
C 22.755 1.011 -20.083 0.20
O 21.883 1.865 -20.827 -0.54
H 23.975 1.118 -21.880 0.29
H 23.666 -0.536 -21.292 0.29
H 24.834 0.476 -20.498 0.37
H 23.209 1.603 -19.279 0.09
H 22.231 0.173 -19.625 0.34
H 20.996 1.736 -20.467 -0.01
C 21.872 0.867 -14.502 -2.00
C 21.266 2.044 -15.286 1.81
C 20.288 1.517 -16.339 -0.36
C 18.969 1.059 -15.742 -1.07
C 18.378 2.291 -15.090 -0.76
C 19.192 2.847 -13.922 1.40
N 20.567 2.956 -14.399 1.10
O 21.432 3.522 -13.433 -0.60
C 18.688 4.235 -13.570 -1.71
C 19.072 1.904 -12.719 -1.78
C 22.398 2.760 -16.030 -1.76
H 22.401 1.260 -13.634 0.39
H 22.603 0.317 -15.104 0.45
H 21.133 0.136 -14.172 0.31
H 20.076 2.302 -17.079 -0.68
H 20.759 0.752 -16.965 0.65
H 19.085 0.139 -15.174 0.59
H 18.307 0.853 -16.591 0.18
H 17.335 2.182 -14.778 0.64
H 18.350 3.080 -15.851 -0.15
H 18.838 4.889 -14.433 0.14
H 17.642 4.244 -13.272 0.37
H 19.312 4.661 -12.783 0.45
H 19.622 2.361 -11.888 0.39
H 18.034 1.875 -12.385 0.42
H 19.518 0.936 -12.914 0.29
H 22.030 3.694 -16.471 0.21
H 22.730 2.115 -16.843 0.31
H 23.227 3.043 -15.381 0.49
H 21.739 4.338 -13.842 0.34
C 11.499 8.585 -25.676 -1.76
C 11.628 7.517 -24.573 1.67
C 12.296 6.281 -25.173 -1.27
C 13.807 6.340 -25.231 -1.04
C 14.414 6.830 -23.928 -0.97
C 13.821 8.122 -23.386 1.92
N 12.375 8.024 -23.434 0.45
O 11.727 9.098 -22.795 -0.49
C 14.300 8.287 -21.963 -1.77
C 14.358 9.311 -24.237 -1.81
C 10.243 7.094 -24.084 -2.09
H 10.664 8.336 -26.336 0.48
H 12.380 8.571 -26.326 0.35
H 11.435 9.594 -25.277 0.31
H 12.005 5.351 -24.671 0.37
H 11.843 6.190 -26.166 0.48
H 14.150 6.960 -26.076 0.31
H 14.293 5.401 -25.510 0.48
H 15.488 6.947 -24.075 0.18
H 14.227 6.029 -23.203 0.48
H 15.248 8.830 -21.922 0.19
H 13.667 8.960 -21.376 0.50
H 14.431 7.375 -21.384 0.38
H 14.326 9.165 -25.311 0.32
H 13.816 10.204 -23.913 0.44
H 15.392 9.498 -23.930 0.31
H 9.739 6.528 -24.869 0.44
H 9.620 7.927 -23.767 0.41
H 10.396 6.420 -23.237 0.47
H 11.345 8.702 -22.006 0.33
C 19.983 7.253 -21.660 -1.40
C 18.851 6.721 -20.783 2.82
C 18.457 5.328 -21.266 -1.67
C 19.436 4.263 -20.857 0.11
C 19.563 4.242 -19.330 -0.18
C 19.891 5.589 -18.674 2.83
N 19.099 6.652 -19.342 0.08
O 19.503 7.927 -18.838 0.48
C 19.458 5.551 -17.214 -0.89
C 21.406 5.843 -18.776 -2.19
C 17.598 7.585 -20.994 -2.29
H 20.963 6.866 -21.383 -0.04
H 20.041 8.342 -21.511 0.18
H 19.845 7.125 -22.733 0.27
H 17.478 4.986 -20.919 -0.12
H 18.361 5.343 -22.357 0.72
H 20.429 4.463 -21.276 -0.61
H 19.192 3.215 -21.061 0.95
H 20.359 3.528 -19.087 0.38
H 18.692 3.798 -18.841 -0.88
H 18.378 5.670 -17.126 0.59
H 19.796 4.618 -16.756 -0.53
H 19.917 6.354 -16.630 -0.07
H 21.994 5.000 -18.410 0.36
H 21.701 6.081 -19.794 0.33
H 21.704 6.663 -18.112 0.37
H 16.750 7.082 -20.539 0.52
H 17.415 7.710 -22.064 0.40
H 17.751 8.565 -20.544 -0.21
H 20.307 8.166 -19.321 0.07
O 19.309 0.437 -19.947 -0.50
H 19.026 -0.280 -20.521 0.22
H 18.483 0.786 -19.583 0.26
O 21.891 10.068 -19.132 -0.56
H 22.060 9.914 -20.066 0.25
H 21.856 11.026 -19.040 0.27
O 18.240 3.046 -24.319 -0.69
H 18.726 3.229 -23.510 0.16
H 18.261 3.878 -24.804 0.37
O 17.565 8.414 -16.750 -0.69
H 18.048 8.949 -16.112 0.34
H 18.230 8.174 -17.408 0.29
O 18.871 6.734 -25.346 -0.53
H 19.738 6.860 -25.744 0.28
H 18.495 7.623 -25.309 0.22
O 20.708 9.203 -16.404 -0.75
H 21.209 9.240 -17.227 0.30
H 20.271 8.346 -16.443 0.16



52
Properties=species:S:1:pos:R:3:nbo_charge:R:1 method="wB97M-V/def2-TZVPD" spin_multiplicity=3 energy_ha=-5725.66052 s_squared=2.02 homo_energy_ev="-5.046 / -5.878" e_above_lowest_kj_mol=172.8 e_lumo_ha="0.087 / 0.087" total_charge=-1 gap_ev="7.418 / 8.248"
V -0.007 -1.810 0.305 1.33
O -1.323 -6.231 -3.719 -0.66
C -0.952 -5.313 -2.786 0.35
C 0.241 -4.599 -2.900 -0.31
C 0.518 -3.675 -1.916 0.14
N -0.334 -3.458 -0.923 -0.51
C -1.404 -4.220 -0.728 0.15
C -1.772 -5.158 -1.671 -0.28
C -1.952 -4.097 0.698 0.74
O -2.978 -4.712 0.969 -0.67
O -1.179 -3.428 1.452 -0.74
C 1.831 -2.950 -1.683 0.75
O 2.740 -3.068 -2.491 -0.65
O 1.849 -2.315 -0.568 -0.78
H -0.654 -6.260 -4.410 0.48
H 0.960 -4.775 -3.691 0.23
H -2.638 -5.782 -1.505 0.25
F 4.473 5.069 -1.114 -0.29
C 3.556 4.171 -0.744 0.28
C 2.561 4.517 0.145 0.25
F 2.515 5.762 0.635 -0.30
C 1.616 3.579 0.523 0.39
F 0.694 4.048 1.383 -0.33
C 1.606 2.268 0.064 -0.39
P 0.353 0.845 0.511 0.88
C 0.218 1.011 2.346 -0.23
C -0.271 2.080 3.091 -0.22
C -0.284 2.044 4.480 -0.21
C 0.205 0.941 5.160 -0.21
C 0.694 -0.136 4.436 -0.20
C 0.691 -0.096 3.053 -0.20
C -1.064 1.594 -0.389 -0.21
C -1.479 0.917 -1.536 -0.19
C -2.482 1.420 -2.345 -0.22
C -3.108 2.615 -2.015 -0.22
C -2.711 3.297 -0.877 -0.21
C -1.692 2.795 -0.077 -0.24
C 2.623 1.962 -0.856 -0.15
Br 2.756 0.258 -1.621 0.17
C 3.580 2.887 -1.247 0.29
F 4.544 2.576 -2.118 -0.30
H -0.681 2.949 2.609 0.21
H -0.685 2.888 5.027 0.20
H 0.196 0.915 6.242 0.21
H 1.066 -1.017 4.942 0.21
H 1.071 -0.960 2.519 0.20
H -1.013 -0.027 -1.795 0.21
H -2.782 0.871 -3.229 0.21
H -3.901 3.008 -2.639 0.20
H -3.193 4.227 -0.603 0.20
H -1.404 3.356 0.797 0.21
O -1.211 -0.782 0.809 -0.84